[1]
Here is a single C5H12O molecule at a distorted geometry from OMol25. Energies are from ωB97M-V with the def2-TZVPD basis set.

Summary:
calculated total energy: -7425.577 eV
2S+1: 1
SMILES: CCC[C@@H](C)O
relative energy (zero: lowest compared OMol25 entry of this formula, charge and spin): 40.00 kcal/mol
LUMO energy: 0.992 eV

Positions of all 18 atoms, in Å:
C 0.94013 -1.47278 -1.29875
C 0.78891 -1.19844 0.29355
C 0.64824 0.25979 0.57350
C -0.45484 1.03883 -0.11964
C -1.78366 0.68684 0.69510
H 1.00781 -2.63415 -1.42223
H 1.78422 -1.00638 -1.84752
H -0.08117 -1.27094 -1.70163
H -0.12024 -1.71757 0.68316
H 1.70946 -1.67669 0.51624
H 0.65677 0.45253 1.66291
H 1.47762 0.77208 0.06462
H -0.50829 0.82243 -1.17835
H -1.59706 1.12189 1.81793
H -2.06246 -0.46622 0.70979
H -2.59363 1.25998 0.24706
H 0.53638 2.64312 0.03788
O -0.34820 2.38568 0.26640

Results of the Löwdin charge analysis, in e, for atoms 1 through 5: atom 1 (C): -0.11, atom 2 (C): -0.24, atom 3 (C): -0.23, atom 4 (C): -0.45, atom 5 (C): -0.06

***

[2]
Here is a single C5H12O molecule from OMol25. Energies are from ωB97M-V with the def2-TZVPD basis set.

Summary:
calculated total energy: -7426.862 eV
2S+1: 1
SMILES: COC(C)(C)C
relative energy (zero: lowest compared OMol25 entry of this formula, charge and spin): 10.36 kcal/mol
LUMO energy: 0.962 eV

Positions of all 18 atoms, in Å:
C -1.41235 -1.44316 -0.64521
O -1.24898 -0.11097 -0.23676
C 0.06945 0.32328 0.10360
C 0.74804 -0.61929 1.10308
C 0.92790 0.48034 -1.15649
C -0.16445 1.68691 0.74876
H -1.29146 -2.16061 0.18319
H -0.72944 -1.73399 -1.45697
H -2.43544 -1.52836 -1.01925
H 0.90158 -1.61937 0.68201
H 1.73175 -0.22028 1.37462
H 0.14803 -0.71027 2.01593
H 1.13989 -0.48167 -1.63628
H 0.41675 1.12381 -1.87983
H 1.88890 0.94108 -0.90295
H -0.66805 2.35135 0.03982
H -0.80486 1.57759 1.62973
H 0.78273 2.14362 1.05298

Results of the Löwdin charge analysis, in e, for atoms 1 through 5: atom 1 (C): -0.12, atom 2 (O): -0.16, atom 3 (C): -0.65, atom 4 (C): -0.04, atom 5 (C): -0.04

***

[3]
Here is a single C5H12O molecule from OMol25. Energies are from ωB97M-V with the def2-TZVPD basis set.

Summary:
calculated total energy: -7426.653 eV
2S+1: 1
SMILES: CC[C@@H](C)OC
relative energy (zero: lowest compared OMol25 entry of this formula, charge and spin): 15.19 kcal/mol
LUMO energy: 1.168 eV

Positions of all 18 atoms, in Å:
C 1.21789 -0.81665 -1.95732
C 0.96799 -0.86893 -0.44805
C -0.25122 -0.11595 0.09979
C -0.70135 -0.73977 1.43115
O 0.13672 1.24336 0.23842
C -0.90174 2.08557 0.66866
H 0.36398 -1.20851 -2.52451
H 1.43853 0.19334 -2.32005
H 2.08075 -1.44839 -2.20178
H 1.84267 -0.46995 0.08345
H 0.87620 -1.92051 -0.14996
H -1.08845 -0.16991 -0.62211
H -1.21316 -1.68858 1.24174
H -1.40072 -0.11920 2.00003
H 0.15888 -0.93454 2.08186
H -1.72388 2.13822 -0.06384
H -1.32350 1.75737 1.62551
H -0.47960 3.08303 0.81701

Results of the Löwdin charge analysis, in e, for atoms 1 through 5: atom 1 (C): -0.10, atom 2 (C): -0.21, atom 3 (C): -0.42, atom 4 (C): -0.05, atom 5 (O): -0.16

***

[4]
Here is a single C5H12O molecule at a distorted geometry from OMol25. Energies are from ωB97M-V with the def2-TZVPD basis set.

Summary:
calculated total energy: -7424.759 eV
2S+1: 1
SMILES: CC(C)[C@@H](C)O
relative energy (zero: lowest compared OMol25 entry of this formula, charge and spin): 58.86 kcal/mol
LUMO energy: 0.999 eV

Positions of all 18 atoms, in Å:
C 0.79214 -1.32675 -1.37698
C 0.33379 -0.61051 -0.07601
C 1.56462 0.59329 0.49209
C -0.88862 0.29777 -0.18973
C -1.88813 0.15408 0.95413
O -0.30972 1.61396 -0.25492
H 0.34553 -2.31347 -1.61469
H 0.61535 -0.69577 -2.25467
H 1.87025 -1.50595 -1.31005
H 0.19060 -1.40069 0.69850
H 1.73069 0.25574 1.50434
H 2.35280 0.38254 -0.21430
H 1.64423 1.72264 0.59024
H -1.39367 0.23433 -1.15995
H -2.52004 1.04724 0.99331
H -1.36462 0.04883 1.91240
H -2.55410 -0.71085 0.84275
H -0.52110 2.21356 0.46353

Results of the Löwdin charge analysis, in e, for atoms 1 through 5: atom 1 (C): -0.09, atom 2 (C): -0.24, atom 3 (C): -0.02, atom 4 (C): -0.42, atom 5 (C): -0.05

***

[5]
Here is 3 unconnected molecules or ions with the total composition C5H12O from OMol25. Energies are from ωB97M-V with the def2-TZVPD basis set.

Summary:
calculated total energy: -7425.380 eV
2S+1: 1
SMILES: C=CC.C=O.C
relative energy (zero: lowest compared OMol25 entry of this formula, charge and spin): 44.53 kcal/mol
LUMO energy: 0.833 eV

Positions of all 18 atoms, in Å:
C -1.98681 -0.86513 0.40402
C -1.53295 0.24176 -0.50162
C -1.18903 1.46199 -0.09487
C 1.78790 1.73753 0.09385
O 2.41134 1.10321 0.90534
C 1.50320 -1.66318 -0.13879
H -1.88279 -0.59699 1.45998
H -1.42408 -1.78800 0.22708
H -3.04325 -1.09051 0.21853
H -1.51819 0.01770 -1.57035
H 0.83706 -0.84419 -0.42365
H -0.92026 2.24523 -0.80138
H -1.18232 1.72746 0.96210
H 1.61929 1.38182 -0.94129
H 1.34239 2.72228 0.33561
H 1.82074 -1.51645 0.89548
H 2.38253 -1.65936 -0.78825
H 0.97522 -2.61518 -0.24180

Results of the Löwdin charge analysis, in e, for atoms 1 through 5: atom 1 (C): -0.11, atom 2 (C): -0.25, atom 3 (C): -0.05, atom 4 (C): -0.18, atom 5 (O): -0.01

***

[6]
Here is 2 unconnected molecules or ions with the total composition C5H12O from OMol25. Energies are from ωB97M-V with the def2-TZVPD basis set.

Summary:
calculated total energy: -7422.660 eV
2S+1: 1
relative energy (zero: lowest compared OMol25 entry of this formula, charge and spin): 107.27 kcal/mol
LUMO energy (alpha / beta): 0.756 / 0.756 eV

Positions of all 18 atoms, in Å:
C -1.73868 1.56023 1.19152
C -0.65768 0.47079 1.18635
C -0.10737 0.19289 -0.17149
C 1.93817 -0.92526 -0.02283
O -0.68030 -0.73291 -0.87916
C 0.03585 -1.17509 -1.97064
H -1.35024 2.50750 0.80048
H -2.59075 1.26239 0.57204
H -2.10234 1.74172 2.20834
H -1.05608 -0.46519 1.59302
H 0.17980 0.77553 1.82880
H 0.41004 0.98797 -0.71206
H 2.37753 0.05520 0.17784
H 2.75046 -1.55968 -0.40781
H 1.59721 -1.37534 0.91417
H 0.29082 -0.37076 -2.66980
H 1.21430 -1.19516 -1.08929
H -0.48139 -2.01557 -2.43251

Results of the Löwdin charge analysis, in e, for atoms 1 through 5: atom 1 (C): -0.10, atom 2 (C): -0.21, atom 3 (C): -0.24, atom 4 (C): -0.09, atom 5 (O): -0.12

***

> Look up the calculated total energy of the fifth one.

-7425.380 eV